The following is a DFT calculation (ωB97M-V/def2-TZVPD) of C18H24N9O6STc as an isolated structure at a distorted geometry.

Last column: Löwdin spin population.
Cartesian coordinates (Å):
1 C -1.02761 2.12483 3.13922  0.00
2 H 5.42902 -1.77696 -1.09932  0.00
3 C -0.94440 1.35869 1.86957  0.01
4 C -1.11816 3.38841 5.58074  0.00
5 O -2.05374 4.82768 7.07695  0.00
6 N -0.08964 -1.74211 -0.33786  0.49
7 C -1.13817 0.87317 -4.27069  -0.01
8 H -2.78513 3.25624 2.64776  0.00
9 C -0.09889 2.48105 5.32511  0.00
10 C 0.12925 -3.15644 -2.22576  0.02
11 N 3.43107 -1.27822 1.36224  0.01
12 C -0.08321 -3.08030 -0.69999  0.07
13 H 0.13022 -4.19118 -2.55102  0.00
14 S 2.98974 -0.58828 -1.15630  0.27
15 O -0.28085 3.75976 7.66059  0.00
16 H 2.17445 0.24503 1.81354  0.00
17 C -4.78351 -0.53576 -0.04155  0.00
18 N -2.58335 -0.38358 -0.26932  0.01
19 H 1.07106 -2.68587 -2.48941  0.00
20 H 0.96247 -4.91636 -0.22172  0.00
21 H 4.04563 -1.60820 2.10670  0.00
22 C -0.06328 1.84393 4.10504  0.00
23 H 0.87911 -3.76335 1.11534  0.00
24 O -1.31301 1.80732 0.76440  0.00
25 N 2.17988 -0.76433 1.65944  0.02
26 H 0.64273 2.28675 6.08297  0.00
27 H -5.78392 -0.68421 0.30447  0.00
28 O -0.47482 0.18127 1.92664  0.03
29 H 5.66762 -2.20406 0.55987  0.00
30 C -3.58875 -0.67735 0.59640  0.01
31 H 1.70387 -1.26656 2.39371  0.00
32 C -1.46374 -3.66629 -0.33670  0.01
33 C -2.08751 3.67607 4.62816  0.00
34 O 1.16218 0.80779 -0.26554  0.66
35 H -2.86321 4.38627 4.86713  0.00
36 H 1.99360 -3.47790 -0.22546  0.00
37 O 1.59140 1.68687 0.57076  0.65
38 H -1.64744 -3.55127 0.72703  0.00
39 C 3.88694 -1.25659 0.10915  0.04
40 N -0.95893 0.30583 -2.13339  0.01
41 H -0.67402 -2.61899 -2.72201  0.00
42 N -2.39662 0.64770 -3.78445  0.02
43 H -3.39474 -0.97659 1.60773  0.00
44 Tc -0.53514 -0.03490 -0.18054  0.58
45 C -2.03747 3.04672 3.39818  0.00
46 C -3.16167 -0.05243 -1.44310  0.01
47 H 0.70563 1.12340 3.87811  0.00
48 H -0.96971 1.14377 -5.29140  0.00
49 H -1.49146 -4.71843 -0.59834  0.00
50 N -4.51274 -0.14835 -1.32758  0.01
51 N -1.15533 4.04433 6.87390  0.00
52 C -0.26281 0.66138 -3.24896  0.01
53 H -3.24797 0.70388 -4.31861  0.00
54 H 0.80607 0.74028 -3.22978  0.00
55 H -2.23802 -3.13479 -0.88196  0.00
56 N 5.09457 -1.77989 -0.15101  0.01
57 H -5.20168 0.06400 -2.03079  0.00
58 C -2.26880 0.30778 -2.47329  0.03
59 C 1.01633 -3.86454 0.04340  0.02

Computed properties:
Max |F|, hartree/bohr: 0.0599
Net charge: +1
Highest occupied orbital energy (spin up / spin down), eV: -9.7 / -10.5
DFT total energy, eV: -57773.054
Multiplicity: 4
Expectation value of S²: 3.7954